A molecular structure, C27H24Br2GaIN3O4, computed with ωB97M-V/def2-TZVPD.

Computed properties:
- Largest force on an atom: 0.9 eV/A
- HOMO: -10.850 eV
- E_LUMO: -2.482 eV
- Molar mass: 810.94 u
- Gap between HOMO and LUMO: 0.3075 Ha
- Charge: +1
- Energy relative to the best compared isomer or geometry (same formula, charge and spin): 0.000 eV

The geometry in XYZ format:
```
62
Properties=species:S:1:pos:R:3:forces:R:3
Ga -0.223 -0.520 -0.169 0.3582 -0.7570 -0.3220
Br 0.900 1.780 -2.782 0.0956 0.1341 -0.0406
C 2.156 0.510 -2.198 0.0409 -0.2553 0.0249
C 3.509 0.660 -2.461 -0.1055 0.0970 -0.0677
C 4.363 -0.359 -2.076 -0.0395 -0.0176 0.0725
C 3.851 -1.495 -1.460 0.0198 -0.0858 -0.0123
C 2.500 -1.522 -1.194 -0.1849 0.1213 -0.0943
N 1.668 -0.538 -1.552 -0.0592 0.5062 0.0725
C 1.729 -2.622 -0.517 -0.1058 -0.5695 -0.1763
O 1.941 -3.806 -0.776 0.0615 0.2517 0.0961
O 0.766 -2.203 0.219 -0.5083 0.2545 0.0609
H 3.867 1.552 -2.953 0.0265 -0.0166 -0.0198
H 5.426 -0.263 -2.252 0.0046 -0.0265 -0.0430
H 4.480 -2.327 -1.178 -0.0131 -0.0071 0.0226
Br -2.386 2.793 0.123 0.0177 0.0729 -0.0195
C -3.249 1.355 1.000 -0.0812 -0.3758 0.0405
C -4.446 1.600 1.659 -0.0284 0.0467 -0.0287
C -5.067 0.529 2.276 0.0388 0.0671 -0.0183
C -4.467 -0.720 2.229 -0.0458 -0.1114 -0.0031
C -3.271 -0.848 1.551 0.0651 0.1040 -0.0303
N -2.671 0.169 0.930 -0.1338 0.5541 0.1646
H -4.868 2.593 1.675 -0.0046 0.0026 0.0024
H -6.010 0.671 2.787 0.0029 0.0046 0.0239
H -4.923 -1.575 2.707 0.0332 -0.0151 0.0084
H -2.746 -1.796 1.500 -0.0663 -0.0575 0.0318
I 0.324 5.700 5.815 0.0000 -0.2094 -0.1810
C 0.358 4.124 4.431 -0.0271 0.2168 0.1963
C -0.037 2.854 4.832 0.0210 -0.0102 0.0473
C -0.016 1.818 3.916 0.0355 -0.0486 -0.0795
C 0.392 2.052 2.605 0.0093 0.0571 0.0454
C 0.785 3.331 2.215 0.0213 -0.0542 -0.0273
C 0.769 4.369 3.128 0.0346 0.0295 0.0065
C 0.298 0.967 1.614 0.0468 0.3022 0.5327
O 0.605 1.186 0.387 -0.4077 -0.3408 -0.3694
O -0.150 -0.166 1.913 -0.0677 -0.2252 -0.4510
H -0.358 2.675 5.849 0.0138 0.0104 0.0043
H -0.318 0.821 4.208 -0.0298 -0.0018 -0.0097
H 1.091 3.513 1.194 -0.0194 -0.0385 -0.0222
H 1.067 5.364 2.828 0.0092 -0.0029 0.0024
C -0.352 -3.785 -2.870 0.1838 0.1398 -0.3432
N -0.768 -4.381 -1.575 0.6122 -0.0344 0.1244
C -1.268 -5.756 -1.788 -0.0773 -0.4207 0.0398
C -1.760 -3.542 -0.778 -0.2327 0.4573 0.0880
C -2.301 -2.345 -1.518 0.0655 0.1018 -0.1320
C -3.435 -2.551 -2.305 -0.0466 -0.0344 0.0539
C -4.031 -1.513 -2.997 -0.0222 -0.0567 -0.0281
C -3.463 -0.252 -2.935 0.0518 0.1473 -0.0314
C -2.319 -0.041 -2.182 0.0669 -0.0879 -0.1058
C -1.722 -1.066 -1.448 0.5727 0.0847 0.5883
H 0.448 -4.393 -3.286 -0.0163 -0.0622 0.0810
H 0.016 -2.776 -2.714 -0.0325 0.0048 0.0695
H -1.191 -3.749 -3.561 -0.0701 -0.0361 0.0940
H 0.127 -4.445 -1.035 -0.3322 0.2026 -0.0339
H -2.146 -5.734 -2.433 0.0321 0.1062 0.0061
H -1.536 -6.202 -0.833 0.0318 0.0715 0.0332
H -0.492 -6.360 -2.252 0.0255 0.0746 -0.0293
H -1.256 -3.217 0.125 0.1763 -0.2177 0.0517
H -2.583 -4.200 -0.508 0.0717 -0.0585 -0.0173
H -3.872 -3.543 -2.358 -0.0319 0.0009 0.0478
H -4.931 -1.687 -3.571 0.0065 0.0011 -0.0204
H -3.915 0.579 -3.460 -0.0020 -0.0202 -0.0436
H -1.889 0.951 -2.165 -0.0611 0.0305 0.0670
```
Positions in Å, forces in eV/Å.

natural (NBO) population analysis, charges in e, atoms 1 to 4: 1.807, 0.139, 0.183, -0.257